Density functional theory data (ωB97M-V/def2-TZVPD) for 3 unconnected molecules or ions with the total composition C20H23BN4O7.

Last column: Löwdin charge in e.
Cartesian coordinates (Å):
C -3.79 -1.59 3.54  -0.13
C -2.17 -1.22 3.53  -0.21
C -1.52 -1.26 2.03  -0.21
O -1.77 -0.07 1.20  -0.16
C -0.67 0.22 0.28  -0.22
C -1.10 1.56 -0.63  -0.03
N -1.38 2.59 -1.39  0.11
C -0.33 -0.96 -0.81  -0.09
C -0.72 -0.51 -2.37  -0.05
N -1.40 -0.21 -3.46  0.13
B 1.33 -1.14 -0.79  -0.42
O 2.27 0.00 -0.84  0.07
O 1.92 -2.52 -0.73  -0.08
C 1.57 -3.06 0.62  -0.10
H -4.06 -1.88 2.43  0.08
H -4.43 -0.67 3.92  0.08
H -4.00 -2.50 4.29  0.08
H -1.95 -0.16 4.00  0.12
H -1.67 -2.00 4.29  0.12
H -0.36 -1.50 2.16  0.12
H -1.99 -2.18 1.44  0.14
H 0.31 0.52 0.87  0.16
H -0.79 -2.00 -0.56  0.14
H 2.99 -0.15 -0.13  0.13
H 2.23 -3.99 0.89  0.12
H 0.45 -3.42 0.63  0.10
H 1.64 -2.23 1.46  0.09
C -2.88 1.65 -5.66  -0.08
C -2.65 2.73 -4.81  -0.07
C -3.20 3.98 -5.10  0.00
C -4.00 4.14 -6.24  -0.15
C -4.23 3.06 -7.10  -0.01
C -3.67 1.81 -6.81  -0.07
N -4.60 5.44 -6.53  -0.33
O -4.36 6.38 -5.75  0.06
O -5.33 5.53 -7.53  0.05
H -2.45 0.68 -5.43  0.06
H -2.03 2.60 -3.92  0.07
H -3.01 4.81 -4.42  0.12
H -4.84 3.17 -7.99  0.12
H -3.84 0.97 -7.47  0.11
C 6.23 0.30 4.33  -0.07
C 6.07 -0.56 5.42  -0.06
C 5.20 -1.64 5.34  0.00
C 4.49 -1.87 4.15  -0.14
C 4.64 -1.00 3.06  0.00
C 5.51 0.08 3.15  -0.06
N 3.58 -3.02 4.05  -0.30
O 3.46 -3.75 5.05  0.08
O 3.00 -3.20 2.97  0.02
H 6.91 1.14 4.40  0.11
H 6.63 -0.38 6.34  0.11
H 5.08 -2.30 6.20  0.12
H 4.09 -1.16 2.13  0.11
H 5.64 0.75 2.31  0.11

- lowest unoccupied orbital energy (Eh) = -0.053
- highest occupied orbital energy (eV) = -9.468
- orbital gap (eV) = 8.020
- SMILES string = CCCO[C@H](C#N)[C@@H](C#N)B(O)OC.O=[N+]([O-])c1ccccc1.O=[N+]([O-])c1ccccc1
- energy (eV) = -42070.320


Density functional theory data (ωB97M-V/def2-TZVPD) for 2 unconnected molecules or ions with the total composition C20H23Br2N2.

Last column: Löwdin charge in e.
Cartesian coordinates (Å):
Br -6.12 3.28 -1.74  0.83
C -4.48 2.37 -1.69  -0.65
C -4.45 0.96 -1.65  -0.09
C -3.24 0.29 -1.59  0.01
C -2.00 0.99 -1.57  -0.20
C -0.75 0.28 -1.51  0.05
C 0.50 0.90 -1.65  -0.06
C 1.75 0.29 -1.57  0.06
C 3.00 1.00 -1.63  -0.20
C 4.24 0.30 -1.66  0.01
C 5.45 0.97 -1.70  -0.09
C 5.48 2.38 -1.70  -0.65
Br 7.12 3.30 -1.72  0.83
C 4.27 3.10 -1.70  -0.09
C 3.05 2.43 -1.66  0.01
C -2.05 2.42 -1.61  0.01
C -3.27 3.09 -1.68  -0.09
H -5.39 0.41 -1.67  0.11
H -3.22 -0.81 -1.57  0.13
H -0.78 -0.81 -1.43  0.14
H 0.49 1.97 -1.87  0.09
H 1.79 -0.79 -1.47  0.12
H 4.23 -0.79 -1.67  0.13
H 6.39 0.43 -1.72  0.11
H 4.30 4.19 -1.71  0.11
H 2.13 3.01 -1.64  0.11
H -1.13 3.00 -1.59  0.11
H -3.30 4.18 -1.71  0.11
N 1.55 -2.46 1.01  -0.02
C 0.67 -3.14 1.96  -0.26
C -0.25 -2.11 2.62  -0.39
C -1.23 -2.77 3.62  -0.13
C -2.50 -1.91 3.50  -0.15
C -2.44 -1.31 2.07  -0.23
N -1.07 -1.42 1.70  -0.04
H 2.08 -1.74 1.51  0.07
H 2.22 -3.13 0.63  0.07
H 0.04 -3.87 1.42  0.12
H 1.22 -3.68 2.75  0.12
H 0.40 -1.41 3.20  0.14
H -1.44 -3.79 3.28  0.11
H -0.82 -2.82 4.63  0.12
H -3.40 -2.49 3.68  0.11
H -2.45 -1.10 4.24  0.11
H -3.07 -1.91 1.39  0.10
H -2.83 -0.29 2.03  0.11
H -0.70 -0.98 0.86  0.08

- energy relative to the best compared isomer or geometry (same formula, charge and spin) (eV) = 0.016
- lowest unoccupied orbital energy (Eh) = -0.214
- highest occupied orbital energy (eV) = -10.321
- orbital gap (eV) = 4.498
- charge = +1
- energy (eV) = -164170.747


Density functional theory data (ωB97M-V/def2-TZVPD) for 2 unconnected molecules or ions with the total composition C20H23F3N2OS.

Last column: Löwdin charge in e.
Cartesian coordinates (Å):
C 1.78 -3.85 -0.10  0.01
N 2.38 -2.54 -0.05  -0.02
C 1.69 -1.39 0.00  -0.35
C 0.21 -1.65 0.28  -0.32
N 2.57 -0.36 0.08  0.01
C 2.31 1.07 0.13  0.02
C 3.88 -0.89 0.08  -0.11
C 3.74 -2.27 -0.01  -0.14
C 4.77 -3.14 0.29  0.00
C 6.02 -2.60 0.63  -0.06
C 6.18 -1.21 0.72  -0.06
C 5.10 -0.35 0.47  0.01
H 2.58 -4.49 -0.43  0.09
H 1.41 -4.17 0.87  0.12
H 0.97 -3.87 -0.84  0.10
H -0.09 -1.13 1.21  0.12
H -0.09 -2.70 0.29  0.08
H 3.30 1.53 0.22  0.09
H 1.82 1.40 -0.79  0.09
H 1.70 1.36 0.99  0.11
H 4.59 -4.21 0.28  0.11
H 6.86 -3.25 0.86  0.11
H 7.16 -0.83 1.00  0.12
H 5.22 0.72 0.61  0.11
C -3.02 3.38 -1.87  -0.10
C -2.51 2.15 -1.01  -0.70
C -1.06 2.48 -0.56  -0.07
C -3.41 1.91 0.22  -0.16
C -4.28 0.84 0.29  -0.03
C -5.18 0.74 1.38  -0.10
C -5.13 1.71 2.41  -0.12
C -4.17 2.73 2.35  -0.10
C -3.34 2.84 1.24  -0.06
O -2.76 1.41 -2.09  -0.27
S -0.02 -0.86 -1.26  1.13
C -1.45 -1.80 -1.98  -0.73
F -1.36 -1.46 -3.30  0.06
F -1.22 -3.15 -1.88  0.05
F -2.74 -1.59 -1.59  0.12
H -3.03 4.33 -1.32  0.04
H -2.41 3.50 -2.77  0.07
H -4.02 3.17 -2.25  0.08
H -1.04 3.39 0.08  0.06
H -0.71 1.64 0.06  0.03
H -0.37 2.62 -1.42  0.08
H -4.30 0.10 -0.50  0.09
H -5.94 -0.05 1.41  0.10
H -5.83 1.65 3.26  0.09
H -4.09 3.47 3.15  0.09
H -2.65 3.68 1.16  0.09

- lowest unoccupied orbital energy (Eh) = -0.043
- highest occupied orbital energy (eV) = -4.446
- orbital gap (eV) = 3.285
- energy (eV) = -45122.861


Density functional theory data (ωB97M-V/def2-TZVPD) for a molecular structure, C20H23F7N2O12PbS2.

Last column: Löwdin charge in e.
Cartesian coordinates (Å):
Pb -0.55 -0.09 -0.18  1.65
C -0.20 -0.63 -5.84  -0.03
C -1.36 -0.23 -6.56  -0.41
C -2.67 0.01 -5.74  -0.37
O -3.70 0.32 -6.34  -0.01
C -2.65 -0.26 -4.32  0.00
C -1.48 -0.60 -3.68  -0.36
C -0.20 -0.82 -4.45  -0.40
O 0.86 -1.14 -3.86  -0.06
O -1.46 -0.74 -2.40  -0.24
O -1.41 -0.07 -7.79  -0.05
H 0.62 -0.96 -6.46  0.09
H -3.57 -0.06 -3.79  0.10
F 0.16 2.01 -1.07  -0.51
C -4.87 0.78 1.25  -0.65
F -4.63 -0.20 2.10  0.13
F -5.39 0.33 0.11  0.14
F -5.76 1.61 1.82  0.11
S -3.30 1.77 0.80  0.59
O -3.07 1.35 -0.56  -0.33
O -3.52 3.16 0.99  -0.26
N -2.11 1.02 1.67  -0.39
S -1.93 1.96 2.96  0.56
O -1.06 3.08 2.81  -0.26
O -3.19 2.19 3.63  -0.30
C -1.04 0.79 4.11  -0.66
F -1.88 -0.21 4.42  0.11
F 0.03 0.21 3.53  0.10
F -0.65 1.42 5.20  0.15
C -3.01 -2.85 -0.59  -0.08
O -2.08 -2.35 0.36  -0.28
C -1.42 -3.33 1.09  -0.25
C -0.45 -2.69 2.05  -0.18
N 0.65 -1.91 1.41  -0.13
C 1.55 -2.74 0.58  -0.19
C 2.44 -1.79 -0.22  -0.22
O 1.74 -0.85 -1.00  -0.31
C 2.58 -0.03 -1.76  -0.11
H -2.50 -3.02 -1.55  0.09
H -3.77 -2.10 -0.82  0.09
H -3.45 -3.81 -0.31  0.09
H -0.91 -4.04 0.43  0.12
H -2.14 -3.92 1.67  0.13
H 0.02 -3.46 2.69  0.12
H -0.97 -2.03 2.74  0.10
H 1.27 -1.61 2.16  0.11
H 0.95 -3.26 -0.17  0.12
H 2.11 -3.52 1.11  0.12
H 3.18 -2.37 -0.79  0.13
H 3.08 -1.21 0.46  0.13
H 3.08 0.78 -1.22  0.08
H 2.00 0.40 -2.58  0.09
H 3.36 -0.60 -2.27  0.10
C 3.27 2.87 0.56  -0.01
C 4.59 3.12 0.89  -0.03
C 5.06 2.80 2.16  -0.35
C 4.21 2.22 3.08  -0.04
C 2.88 1.95 2.77  0.00
C 2.46 2.16 1.46  -0.33
O 1.23 1.81 1.05  -0.08
O 6.36 3.10 2.52  0.00
H 2.85 3.15 -0.40  0.12
H 5.27 3.64 0.23  0.11
H 4.69 2.03 4.03  0.11
H 2.28 1.35 3.44  0.10
H 0.93 2.16 0.14  0.01
H 6.62 3.98 2.24  0.09

- energy relative to the best compared isomer or geometry (same formula, charge and spin) (eV) = 0.000
- lowest unoccupied orbital energy (Eh) = 0.134
- highest occupied orbital energy (eV) = -0.968
- orbital gap (eV) = 4.626
- charge = -2
- energy (eV) = -94603.762


Density functional theory data (ωB97M-V/def2-TZVPD) for C20H23FN2O4S in the gas phase.

Last column: Löwdin charge in e.
Cartesian coordinates (Å):
C -2.49 -2.73 0.10  -0.03
C -1.04 -2.33 0.19  -0.19
C -0.05 -3.15 -0.32  -0.02
C 1.29 -2.78 -0.27  -0.05
C 1.63 -1.58 0.31  -0.25
C 0.67 -0.74 0.84  0.02
C -0.67 -1.11 0.78  -0.16
N -1.67 -0.27 1.30  0.16
C -1.64 1.07 1.41  -0.46
O -0.71 1.80 1.14  0.08
C -2.97 1.63 1.95  -0.08
H -3.12 2.64 1.55  0.14
O -4.08 0.80 1.69  -0.04
C -4.50 0.65 0.40  -0.21
C -5.60 -0.18 0.19  -0.21
C -6.12 -0.42 -1.06  -0.01
C -5.52 0.18 -2.16  -0.09
C -4.42 1.00 -1.98  -0.08
C -3.90 1.23 -0.72  -0.01
H -3.04 1.86 -0.61  0.12
H -3.94 1.46 -2.83  0.11
H -5.91 0.00 -3.15  0.10
H -6.98 -1.06 -1.17  0.12
F -6.17 -0.77 1.26  0.08
H -2.91 1.69 3.04  0.15
H -2.54 -0.73 1.53  0.13
H 0.96 0.19 1.29  0.11
S 3.36 -1.11 0.43  0.68
O 3.84 -1.47 1.74  -0.27
O 4.04 -1.68 -0.70  -0.29
N 3.24 0.55 0.36  -0.26
C 4.17 1.30 1.18  -0.20
C 5.58 1.35 0.56  -0.16
C 5.49 1.21 -0.96  -0.19
C 4.22 1.88 -1.48  -0.17
C 3.01 1.09 -0.96  -0.20
H 2.11 1.72 -0.93  0.12
H 2.81 0.24 -1.62  0.12
H 4.21 1.90 -2.57  0.11
H 4.18 2.91 -1.12  0.11
H 6.38 1.65 -1.43  0.11
H 5.46 0.15 -1.23  0.09
H 6.05 2.29 0.83  0.11
H 6.18 0.53 0.97  0.11
H 3.75 2.30 1.29  0.13
H 4.19 0.81 2.15  0.11
H 2.06 -3.40 -0.68  0.11
H -0.32 -4.09 -0.78  0.11
H -2.58 -3.67 -0.43  0.08
H -3.07 -1.97 -0.43  0.08
H -2.92 -2.86 1.09  0.09

- energy relative to the best compared isomer or geometry (same formula, charge and spin) (eV) = 0.165
- lowest unoccupied orbital energy (Eh) = 0.022
- highest occupied orbital energy (eV) = -8.943
- orbital gap (eV) = 9.545
- SMILES string = Cc1ccc(S(=O)(=O)N2CCCCC2)cc1NC(=O)COc1ccccc1F
- energy (eV) = -45836.246


Density functional theory data (ωB97M-V/def2-TZVPD) for a molecular structure, C20H23I2IrN5O3PS2.

Last column: Mulliken spin population.
Cartesian coordinates (Å):
Ir 0.38 0.25 -0.18  2.53
I 3.59 0.09 -4.43  0.01
C 4.00 0.46 -2.40  0.14
C 5.28 0.61 -1.84  -0.02
C 5.54 0.72 -0.49  0.10
I 7.55 0.80 -0.11  0.01
C 4.48 0.68 0.46  -0.08
C 4.64 0.97 1.83  0.48
C 3.58 0.70 2.68  -0.15
C 2.38 0.23 2.12  0.34
N 2.14 0.22 0.76  0.36
C 3.20 0.45 -0.09  0.00
C 2.92 0.53 -1.49  0.16
O 1.67 0.73 -1.80  0.23
H 6.10 0.65 -2.52  0.01
H 5.59 1.37 2.23  0.04
H 3.66 0.87 3.75  0.00
H 1.55 -0.18 2.69  0.03
C -5.05 0.21 3.84  0.00
C -4.01 -0.35 2.88  0.01
O -2.99 0.66 2.60  0.00
P -1.42 0.51 2.45  0.04
S -0.37 1.95 1.33  0.25
S -0.75 -1.13 1.49  0.28
O -0.91 0.48 3.95  0.00
C -1.13 1.60 4.86  0.01
C 0.23 2.15 5.25  0.01
H -5.85 -0.50 4.02  0.00
H -5.48 1.15 3.49  0.00
H -4.57 0.42 4.80  0.00
H -4.47 -0.59 1.92  0.00
H -3.52 -1.26 3.29  0.00
H -1.68 1.22 5.72  0.00
H -1.76 2.34 4.35  0.00
H 0.83 1.39 5.78  0.00
H 0.16 3.02 5.91  0.00
H 0.77 2.40 4.32  -0.01
N -1.20 1.11 -1.48  0.03
C -1.24 1.92 -2.36  0.05
N -1.12 2.71 -3.41  0.03
C -1.62 2.36 -4.58  0.00
N -2.03 2.08 -5.66  0.01
C -0.38 -1.83 -4.79  0.00
C -1.22 -2.33 -3.62  0.01
C -1.22 -3.85 -3.59  0.00
C -2.63 -1.76 -3.53  0.00
C -0.50 -1.96 -2.35  0.01
N 0.01 -1.47 -1.43  0.08
H -0.83 -2.16 -5.72  0.00
H 0.61 -2.26 -4.74  0.00
H -0.29 -0.73 -4.82  0.00
H -1.67 -4.25 -4.49  0.00
H -1.75 -4.22 -2.70  0.00
H -0.19 -4.21 -3.56  0.00
H -3.18 -1.95 -4.45  0.00
H -2.66 -0.70 -3.35  0.00
H -3.16 -2.32 -2.75  0.00

- ⟨S²⟩ = 8.79
- energy relative to the best compared isomer or geometry (same formula, charge and spin) (eV) = 0.000
- lowest unoccupied orbital energy (alpha / beta) (Eh) = 0.083 / 0.030
- highest occupied orbital energy (alpha / beta) (eV) = -2.377 / -4.465
- orbital gap (alpha / beta) (eV) = 4.646 / 5.269
- multiplicity = 6
- charge = -1
- energy (eV) = -84704.690


Density functional theory data (ωB97M-V/def2-TZVPD) for a molecular structure, C20H23MnN2.

Last column: Mulliken spin population.
Cartesian coordinates (Å):
C -2.93 0.52 -0.48  0.75
C -3.52 -0.86 -0.36  0.04
C -3.52 1.52 0.49  0.02
C -2.98 1.00 -1.91  -0.01
H -4.39 1.95 -0.02  0.01
H -2.85 2.35 0.75  0.01
H -3.87 1.04 1.41  0.00
H -4.61 -0.72 -0.45  0.01
H -3.34 -1.36 0.60  0.02
H -3.18 -1.52 -1.16  0.01
H -3.98 0.74 -2.28  0.01
H -2.26 0.51 -2.58  0.02
H -2.86 2.08 -1.98  0.01
C 0.70 -0.24 2.18  -0.10
C -0.53 0.43 2.55  -0.17
C -1.61 -0.44 2.19  -0.03
H -0.57 1.32 3.21  0.00
C -1.08 -1.66 1.63  -0.08
C 0.33 -1.54 1.66  -0.03
H 0.96 -2.41 1.44  0.01
H 1.70 0.10 2.50  0.01
H -2.64 -0.34 2.54  0.00
H -1.59 -2.58 1.31  0.01
C 1.29 1.37 -1.35  -0.10
C 1.53 1.71 0.03  -0.04
C 0.40 2.50 0.48  -0.14
H 2.49 1.60 0.56  0.01
C -0.55 2.56 -0.61  -0.07
C 0.00 1.83 -1.73  -0.03
H -0.39 1.75 -2.76  0.01
H 2.01 0.97 -2.07  0.00
H 0.40 3.14 1.38  0.00
H -1.37 3.27 -0.69  0.01
Mn -0.30 0.43 0.35  2.85
N 5.83 -2.80 1.97  0.00
C 5.09 -2.39 1.17  0.00
C 4.23 -1.92 0.15  0.00
C 4.43 -1.96 -1.24  0.00
C 3.43 -1.68 -2.16  0.00
C 2.16 -1.38 -1.63  -0.01
N 2.00 -1.23 -0.30  0.00
C 3.03 -1.34 0.61  0.00
H 5.41 -2.22 -1.54  0.00
H 3.52 -1.70 -3.25  0.00
H 1.28 -1.12 -2.27  0.01
H 2.70 -1.27 1.68  0.00

- ⟨S²⟩ = 4.13
- lowest unoccupied orbital energy (alpha / beta) (Eh) = -0.186 / -0.149
- highest occupied orbital energy (alpha / beta) (eV) = -10.562 / -11.724
- orbital gap (alpha / beta) (eV) = 5.491 / 7.658
- multiplicity = 4
- charge = +1
- energy (eV) = -55400.855


Density functional theory data (ωB97M-V/def2-TZVPD) for a molecular structure, C20H23N2O9SiSm.

Last column: Mulliken spin population.
Cartesian coordinates (Å):
Sm -1.32 -0.43 0.52  5.07
O -0.37 -3.96 0.52  0.00
C -0.96 -3.06 1.37  0.00
O -2.04 -2.49 0.86  -0.01
C -1.01 -3.67 2.77  0.00
O -1.11 -2.74 3.82  0.00
C 0.03 -1.92 3.91  0.00
C 0.06 -1.01 2.70  -0.02
O 1.38 -0.38 2.61  0.00
O -0.94 -0.14 2.63  -0.01
H -0.89 -3.93 -0.30  0.00
H -0.12 -4.29 2.88  0.00
H -1.90 -4.30 2.81  0.00
H 0.95 -2.51 3.95  0.00
H -0.08 -1.32 4.82  0.00
C -4.86 0.11 -2.57  0.00
Si -3.86 0.92 -1.22  0.00
C -4.27 0.09 0.43  0.01
C -4.38 2.72 -1.06  0.00
N -2.18 0.62 -1.35  -0.02
C -1.23 1.08 -2.26  0.00
C -1.44 2.17 -3.12  0.00
C -0.44 2.62 -3.96  0.00
C 0.81 2.02 -3.98  0.00
C 1.04 0.92 -3.16  0.00
C 0.03 0.45 -2.33  0.00
H -5.93 0.23 -2.42  0.00
H -4.64 -0.95 -2.63  0.00
H -4.62 0.55 -3.54  0.00
H -5.29 0.30 0.75  0.00
H -3.66 0.47 1.27  0.00
H -4.17 -1.00 0.39  0.00
H -5.45 2.76 -0.86  0.00
H -4.19 3.31 -1.95  0.00
H -3.87 3.21 -0.22  0.00
H -2.39 2.68 -3.11  0.00
H -0.64 3.47 -4.60  0.00
H 1.59 2.38 -4.64  0.00
H 1.99 0.41 -3.17  0.00
H 0.24 -0.45 -1.75  0.00
O 0.81 0.83 0.80  0.00
C 1.65 0.32 1.51  -0.01
O 0.14 -1.91 1.50  0.00
C 3.12 0.36 1.27  0.00
C 3.77 -0.78 0.82  0.00
C 5.13 -0.72 0.55  0.00
C 5.79 0.47 0.76  0.00
C 5.17 1.62 1.22  0.00
C 3.81 1.56 1.47  0.00
N 7.24 0.53 0.47  0.00
O 7.82 1.57 0.69  0.00
O 7.77 -0.48 0.05  0.00
H 3.22 -1.70 0.69  0.00
H 5.67 -1.58 0.18  0.00
H 5.73 2.52 1.37  0.00
H 3.28 2.44 1.82  0.00

- ⟨S²⟩ = 8.76
- energy relative to the best compared isomer or geometry (same formula, charge and spin) (eV) = 1.256
- lowest unoccupied orbital energy (alpha / beta) (Eh) = -0.032 / -0.032
- highest occupied orbital energy (alpha / beta) (eV) = -7.684 / -7.688
- orbital gap (alpha / beta) (eV) = 6.818 / 6.823
- multiplicity = 6
- energy (eV) = -68303.750